(1)
Computed, not measured: C4H7NO in the gas phase, with ωB97M-V/def2-TZVPD.

Geometry as XYZ:
```
13
Properties=species:S:1:pos:R:3:forces:R:3:mulliken_charge:R:1
C -1.4911 -0.2737 0.4102 0.0145 0.1226 0.1669 -1.31
C -0.2770 -0.1102 -0.4622 0.1141 0.1595 0.5601 0.17
C 0.6475 1.0759 -0.2809 0.0414 0.5539 0.0203 -0.44
C 1.7699 0.1483 0.1216 0.2041 0.3223 -0.0511 0.45
O 2.8698 0.3590 0.5591 -0.5832 -0.5097 -0.4100 -0.55
N 1.0275 -1.0482 0.0665 -2.3182 0.8863 0.3191 -0.59
H -2.0760 -1.1700 0.1675 0.2531 0.1716 0.0303 0.34
H -1.1626 -0.3401 1.4484 -0.1603 0.0512 0.0208 0.33
H -2.1474 0.5955 0.2949 0.0038 -0.0813 0.0233 0.33
H -0.5456 -0.2735 -1.5355 0.4953 -0.2412 0.7016 0.35
H 0.8781 1.6431 -1.1794 -0.1073 0.1992 0.0486 0.25
H 0.3203 1.7225 0.5295 0.1365 0.2711 0.0013 0.27
H 0.5903 -1.4621 -0.7278 1.9061 -1.9054 -1.4313 0.37
```
Positions in Å, forces in eV/Å.

Computed properties:
calculated total energy: -286.52835 hartree
structure (SMILES): C[C@H]1CC(=O)N1

(2)
Computed, not measured: C4H7NO in the gas phase, with ωB97M-V/def2-TZVPD.

Geometry as XYZ:
```
13
Properties=species:S:1:pos:R:3:forces:R:3:mulliken_charge:R:1
O 2.9276 -0.2164 0.6321 -0.5838 -0.0181 0.0389 -0.46
C 1.7274 -0.2912 0.7097 0.3729 -0.0894 -0.0286 0.10
C 0.8219 -0.6377 -0.4631 0.0890 -0.0404 -0.1050 -0.55
N -0.4731 -0.0147 -0.3273 -0.0999 0.1448 0.0104 0.09
C -0.8347 1.2634 -0.5600 0.1782 0.2163 -0.1291 -0.58
C -1.5636 -0.4173 0.3816 -0.1189 -0.2971 0.1431 -0.68
H 1.1830 -0.1252 1.6651 0.1056 0.0237 -0.0712 0.35
H 0.6795 -1.7272 -0.4684 -0.0154 0.1297 0.0569 0.29
H 1.3043 -0.3508 -1.4013 -0.0532 0.0103 0.1119 0.32
H -1.7001 1.4590 -1.1782 0.0917 -0.0782 0.1499 0.28
H -0.1677 2.0904 -0.3007 -0.1007 -0.1032 -0.0271 0.29
H -1.8146 0.0714 1.3131 0.0303 0.0558 -0.1785 0.29
H -2.1058 -1.3186 0.0942 0.1043 0.0458 0.0284 0.28
```
Positions in Å, forces in eV/Å.

Computed properties:
calculated total energy: -286.46420 hartree

(3)
Computed, not measured: C4H7NO in the gas phase, with ωB97M-V/def2-TZVPD.

Geometry as XYZ:
```
13
Properties=species:S:1:pos:R:3:forces:R:3:mulliken_charge:R:1
O -0.1935 0.9525 2.0143 0.1711 0.1197 -0.1194 -0.22
C 0.6399 0.0875 1.5079 0.1882 0.4074 0.0797 -0.61
C -0.6018 -1.4018 -0.2366 -0.1187 -0.1915 0.1050 -0.66
N 0.4301 -0.5858 -0.8986 0.0438 -0.1078 0.1248 -0.33
C 0.0857 0.8276 -1.0071 -0.1803 0.1978 -0.0161 -0.41
C 1.0021 0.3551 0.0661 0.2394 0.0823 0.1947 0.14
H -0.4579 1.6562 1.3835 -0.0098 -0.0446 -0.0717 0.31
H -0.5137 -1.3083 0.8634 -0.4306 -0.1874 -0.3919 0.32
H -1.6088 -1.1257 -0.5714 0.1840 -0.1187 0.0613 0.27
H -0.4244 -2.4573 -0.4365 -0.0257 0.0368 -0.1939 0.30
H -0.9435 1.1149 -0.7835 0.1422 -0.0616 0.0734 0.27
H 0.5153 1.3386 -1.8677 -0.1145 -0.0852 0.1833 0.27
H 2.0706 0.5465 -0.0339 -0.0891 -0.0470 -0.0292 0.34
```
Positions in Å, forces in eV/Å.

Computed properties:
calculated total energy: -286.44566 hartree

Taking the records one at a time from the top gives lowest unoccupied orbital energy values of 0.781 0.523 0.672 eV.
Taking the records one at a time from the top gives HOMO-LUMO gap values of 0.38597 0.31945 0.34452 hartree.
Taking the records one at a time from the top gives relative energy (zero: lowest compared OMol25 entry of this formula, charge and spin) values of 2.8110 4.5566 5.0609 eV.